Entry 1:
C3H3N3O in the gas phase. Source: the OMol25 dataset; level of theory: ωB97M-V/def2-TZVPD.

The value obtained for the molar mass is 97.077 g mol⁻¹. Its energy relative to the best compared isomer or geometry (same formula, charge and spin) is 3.352 eV. As for the SMILES: [H]/N=C1\N=N[C@@H]1C=O. The energy is -9674.1026 eV.

Last column: natural (NBO) charge in e.
Positions of all 10 atoms, in Å:
N: -1.667 -1.070 -0.443  -0.55
C: -0.617 -0.437 -0.673  0.37
N: 0.447 -0.515 -1.677  -0.16
N: 1.141 0.381 -1.130  -0.05
O: 0.432 -0.545 2.033  -0.47
C: 0.720 0.425 1.382  0.42
C: 0.173 0.673 -0.012  -0.30
H: -1.812 -1.801 -1.142  0.36
H: 1.409 1.201 1.767  0.13
H: -0.227 1.688 -0.104  0.24

---

Entry 2:
2 unconnected molecules or ions with the total composition C2H3Cl2NS in a non-equilibrium geometry. Source: the OMol25 dataset; level of theory: ωB97M-V/def2-TZVPD.

The value obtained for the molar mass is 144.026 g mol⁻¹. Its energy relative to the best compared isomer or geometry (same formula, charge and spin) is 3.155 eV. The energy is -39489.3737 eV.

Last column: natural (NBO) charge in e.
Positions of all 9 atoms, in Å:
C: -0.278 -0.570 1.322  -0.42
C: 0.573 0.570 -1.464  -0.04
N: 0.528 -0.534 -2.043  -0.60
S: -0.792 0.167 2.712  0.47
Cl: 1.204 -1.373 1.384  0.08
Cl: -2.586 0.855 2.029  -0.13
H: 0.138 -1.301 -1.494  0.34
H: 0.234 0.773 -0.435  0.15
H: 0.979 1.412 -2.012  0.15

---

Entry 3:
A molecular structure, C22H49LuN2OP3S in a non-equilibrium geometry. Source: the OMol25 dataset; level of theory: ωB97M-V/def2-TZVPD.

The value obtained for the molar mass is 657.603 g mol⁻¹. The energy is -100918.5823 eV. Its net charge is +3.

Last column: Mulliken charge in e.
Positions of all 79 atoms, in Å:
Lu: 0.000 0.000 0.000  0.39
P: 1.292 -1.814 0.522  1.46
P: 0.806 0.724 -2.035  0.43
P: -1.637 -1.238 -1.072  0.50
H: -1.540 2.093 1.184  0.49
C: -1.700 1.064 0.859  -0.88
C: -1.282 -0.015 1.743  -0.52
H: -0.812 0.236 2.689  0.68
C: 2.695 -1.693 1.732  -1.94
C: 2.187 -2.831 -0.751  -1.30
C: 0.376 -3.175 1.388  -1.39
C: -0.005 2.170 -2.883  -1.12
C: 2.569 1.291 -2.207  -1.16
C: 0.859 -0.413 -3.507  -1.32
C: -3.035 -1.915 -0.065  -1.54
C: -1.266 -2.783 -2.026  -1.40
C: -2.655 -0.341 -2.330  -1.50
H: -2.659 0.975 0.345  0.19
H: -1.929 -0.881 1.853  0.19
H: 2.355 -1.179 2.636  0.88
H: 3.516 -1.122 1.293  0.48
H: 3.065 -2.688 2.005  0.61
H: 2.939 -2.203 -1.239  0.42
H: 1.485 -3.173 -1.515  0.34
H: 2.685 -3.703 -0.308  0.53
H: -0.069 -2.764 2.298  0.38
H: 1.033 -4.014 1.648  0.51
H: -0.437 -3.545 0.758  0.30
H: 0.476 2.413 -3.839  0.43
H: 0.033 3.043 -2.228  0.43
H: -1.058 1.940 -3.059  0.29
H: 2.789 1.567 -3.245  0.46
H: 3.237 0.479 -1.905  0.37
H: 2.770 2.154 -1.569  0.40
H: 1.314 0.091 -4.367  0.55
H: -0.145 -0.737 -3.790  0.38
H: 1.450 -1.300 -3.260  0.35
H: -3.747 -2.423 -0.724  0.51
H: -3.551 -1.108 0.461  0.43
H: -2.660 -2.626 0.675  0.38
H: -2.167 -3.148 -2.532  0.51
H: -0.914 -3.559 -1.340  0.46
H: -0.487 -2.605 -2.768  0.34
H: -3.490 -0.958 -2.680  0.58
H: -2.041 -0.061 -3.189  0.55
H: -3.042 0.574 -1.875  0.41
C: -4.508 2.935 -5.437  0.57
C: -5.164 4.137 -5.718  -0.54
C: -6.246 4.534 -4.931  -0.52
C: -6.675 3.742 -3.867  -0.59
C: -6.011 2.543 -3.596  -0.33
C: -4.931 2.134 -4.373  -0.27
O: -3.437 2.490 -6.176  -0.52
H: -3.252 3.137 -6.875  0.30
H: -4.831 4.758 -6.549  0.30
H: -6.751 5.469 -5.156  0.38
H: -7.517 4.054 -3.257  0.38
H: -6.337 1.918 -2.769  0.36
H: -4.408 1.205 -4.171  0.46
C: 1.482 -0.746 6.661  -1.21
C: 2.129 -1.016 5.308  -0.33
N: 1.451 -0.271 4.259  -0.02
C: 2.108 -0.112 2.941  -0.07
S: 1.165 -0.062 1.625  -0.31
N: 3.252 0.803 2.878  0.01
C: 3.835 1.511 4.002  -0.58
C: 5.296 1.112 4.169  -1.05
H: 1.561 0.333 6.911  0.31
H: 1.999 -1.338 7.446  0.41
H: 0.411 -1.040 6.641  0.37
H: 3.206 -0.768 5.362  0.29
H: 2.059 -2.102 5.081  0.30
H: 0.441 -0.460 4.242  0.36
H: 3.638 1.042 1.950  0.37
H: 3.773 2.603 3.805  0.39
H: 3.289 1.336 4.945  0.25
H: 5.864 1.343 3.242  0.36
H: 5.744 1.676 5.014  0.38
H: 5.373 0.025 4.380  0.26